1.
C17H35NO16S4 | ωB97M-V/def2-TZVPD

Each line ends with the Mulliken charge.
Element x y z (Å)
O  1.631  -4.771  0.399  -0.440
C  2.625  -4.232  0.114  0.645
N  3.495  -3.406  -0.135  -0.415
C  3.508  -2.984  -1.572  -0.056
O  4.894  -3.156  -1.928  -0.501
S  5.706  -2.162  -0.906  1.222
O  6.680  -1.437  -1.647  -0.649
O  6.301  -2.778  0.219  -0.626
O  4.478  -1.132  -0.588  -0.417
C  3.409  -1.457  -1.528  0.859
C  3.902  -0.722  -2.827  -0.998
C  4.092  0.765  -2.522  -0.080
O  4.109  1.561  -3.407  -0.534
C  2.039  -0.800  -1.250  -0.786
C  0.893  -1.763  -0.863  -0.169
C  -0.507  -1.141  -1.164  -0.993
O  -1.012  -0.570  0.042  -0.314
H  2.811  -3.521  -2.202  0.681
H  3.110  -0.796  -3.576  0.472
H  4.790  -1.170  -3.272  0.652
H  4.182  1.083  -1.470  0.409
H  1.693  -0.212  -2.097  0.528
H  2.195  -0.090  -0.433  0.122
H  0.917  -2.718  -1.398  0.388
H  0.944  -1.917  0.214  0.099
H  -0.433  -0.343  -1.909  0.287
H  -1.191  -1.924  -1.485  0.423
H  -0.624  0.314  0.078  0.282
O  2.128  2.590  -0.804  -0.639
S  0.985  2.918  -0.013  1.119
O  -0.204  2.116  -0.088  -0.493
O  0.595  4.431  -0.256  -0.309
C  0.415  4.879  -1.618  -0.362
C  -0.912  4.416  -2.183  -0.879
C  1.460  3.072  1.675  -1.089
H  1.244  4.549  -2.246  0.307
H  0.452  5.966  -1.583  0.293
H  -0.925  3.333  -2.310  0.195
H  -1.101  4.874  -3.154  0.455
H  -1.726  4.671  -1.504  0.240
H  2.329  3.721  1.736  0.364
H  1.704  2.076  2.041  0.342
H  0.625  3.483  2.237  0.354
O  -3.115  1.399  -2.592  -0.540
S  -4.512  1.581  -2.341  1.302
O  -5.064  2.885  -2.149  -0.649
O  -4.938  0.650  -1.122  -0.360
C  -4.183  0.754  0.104  0.396
C  -4.574  1.975  0.912  -1.135
C  -5.437  0.749  -3.588  -1.066
H  -3.112  0.743  -0.109  -0.135
H  -4.406  -0.148  0.671  0.167
H  -4.274  2.894  0.408  0.254
H  -4.092  1.951  1.890  0.407
H  -5.655  2.018  1.049  0.339
H  -5.052  -0.262  -3.695  0.310
H  -5.309  1.303  -4.515  0.383
H  -6.484  0.738  -3.299  0.355
O  0.149  -1.111  5.670  -0.674
S  0.309  -1.986  4.550  1.080
O  0.598  -1.468  3.248  -0.412
O  -0.962  -2.944  4.460  -0.263
C  -2.270  -2.340  4.443  -0.608
C  -2.608  -1.772  3.080  -0.720
C  1.491  -3.231  4.944  -0.988
H  -2.348  -1.579  5.221  0.368
H  -2.973  -3.132  4.697  0.311
H  -1.976  -0.917  2.845  0.223
H  -3.649  -1.446  3.047  0.402
H  -2.445  -2.517  2.301  0.247
H  1.239  -3.662  5.909  0.352
H  2.468  -2.754  4.986  0.378
H  1.477  -3.987  4.163  0.290

Energy above the lowest of the compared OMol25 structures with the same formula, charge and spin ... 0.0 kJ/mol
HOMO level ... -0.3575 Ha
E_LUMO ... 0.320 eV
F_max ... 0.0512 hartree/bohr
HOMO-LUMO gap ... 10.05 eV
Electronic energy ... -3519.99745 hartree

2.
C17H36BFO28S7 | ωB97M-V/def2-TZVPD

Each line ends with the Mulliken charge.
Element x y z (Å)
O  -0.117  -6.036  -4.379  -0.447
S  -0.056  -4.643  -4.123  1.015
O  -1.185  -3.790  -4.248  -0.556
O  1.161  -4.012  -4.984  -0.359
C  2.092  -3.373  -4.102  -0.225
C  1.976  -4.125  -2.793  -0.257
O  0.584  -4.420  -2.661  -0.338
H  1.790  -2.329  -3.985  0.224
H  3.099  -3.415  -4.513  0.299
H  2.326  -3.542  -1.946  0.287
H  2.521  -5.072  -2.833  0.302
O  -0.080  4.583  -0.952  -0.469
S  1.070  5.269  -0.467  0.986
O  2.100  5.737  -1.322  -0.604
O  1.723  4.374  0.697  -0.101
C  1.778  5.125  1.920  0.024
C  0.619  6.094  1.834  -0.375
O  0.579  6.494  0.455  -0.312
H  2.735  5.650  1.953  0.187
H  1.698  4.460  2.782  0.136
H  0.748  6.958  2.481  0.385
H  -0.328  5.602  2.070  0.194
O  -0.991  -7.543  -3.299  -0.392
S  -1.214  -8.737  -4.023  1.159
O  -1.417  -8.751  -5.425  -0.558
O  -2.422  -9.550  -3.314  -0.330
C  -1.970  -10.846  -2.923  -0.349
C  -0.485  -10.684  -2.661  -0.321
O  -0.032  -9.781  -3.670  -0.341
H  -2.153  -11.536  -3.751  0.282
H  -2.511  -11.186  -2.042  0.301
H  0.053  -11.628  -2.722  0.309
H  -0.302  -10.224  -1.686  0.278
O  -1.563  1.998  3.771  -0.411
S  -2.973  1.864  3.895  1.002
O  -3.847  2.977  3.976  -0.539
O  -3.276  0.878  5.132  -0.325
C  -4.035  -0.248  4.682  -0.371
C  -3.640  -0.435  3.231  -0.343
O  -3.498  0.891  2.716  -0.240
H  -5.096  -0.003  4.775  0.292
H  -3.812  -1.123  5.288  0.311
H  -4.385  -0.990  2.665  0.369
H  -2.672  -0.936  3.145  0.248
O  -5.459  6.749  2.929  -0.540
S  -4.358  7.298  2.225  1.090
O  -3.528  8.312  2.768  -0.543
O  -4.878  7.776  0.776  -0.331
C  -4.144  7.103  -0.251  -0.403
C  -3.740  5.778  0.362  -0.153
O  -3.419  6.085  1.723  -0.235
H  -3.269  7.708  -0.500  0.304
H  -4.760  6.977  -1.139  0.319
H  -2.885  5.328  -0.138  0.222
H  -4.574  5.071  0.361  0.254
O  6.110  -1.569  -3.347  -0.552
S  5.179  -1.416  -2.289  1.106
O  4.555  -2.523  -1.648  -0.541
O  4.034  -0.391  -2.771  -0.247
C  3.975  0.728  -1.878  -0.066
C  5.382  0.867  -1.333  -0.381
O  5.839  -0.480  -1.159  -0.328
H  3.261  0.493  -1.084  0.050
H  3.646  1.620  -2.407  0.312
H  5.411  1.408  -0.390  0.328
H  6.040  1.357  -2.054  0.319
O  4.840  2.880  4.162  -0.566
S  3.429  2.790  4.263  1.105
O  2.595  3.938  4.347  -0.603
O  3.070  1.799  5.476  -0.323
C  2.271  0.711  4.994  -0.306
C  2.683  0.534  3.547  -0.322
O  2.885  1.866  3.062  -0.176
H  1.220  0.998  5.074  0.216
H  2.449  -0.183  5.587  0.329
H  1.925  0.022  2.957  0.307
H  3.631  -0.004  3.466  0.302
B  -2.307  -1.620  -1.385  0.323
C  -1.698  -0.431  -0.491  -0.551
C  -0.427  0.070  -1.286  0.716
C  -0.287  1.621  -1.218  -1.113
F  0.756  -0.513  -0.760  -0.381
H  -3.437  -1.538  -1.734  -0.070
H  -1.558  -2.491  -1.679  -0.133
H  -1.414  -0.759  0.532  0.132
H  -2.461  0.365  -0.385  0.199
H  -0.483  -0.286  -2.338  0.202
H  0.070  1.996  -2.194  0.375
H  0.484  1.874  -0.467  0.081
H  -1.244  2.091  -0.929  0.243

HOMO level ... -0.3757 Ha
E_LUMO ... -0.070 eV
F_max ... 0.0629 hartree/bohr
HOMO-LUMO gap ... 10.15 eV
Electronic energy ... -5687.86108 hartree
SMILES ... O=S1(=O)OCCO1.O=S1(=O)OCCO1.O=S1(=O)OCCO1.O=S1(=O)OCCO1.O=S1(=O)OCCO1.O=S1(=O)OCCO1.O=S1(=O)OCCO1.BC[C@@H](C)F